Entry one
{
  "formula": "C2H4INOS",
  "method": "ωB97M-V/def2-TZVPD",
  "species": ["C", "O", "N", "C", "S", "I", "H", "H", "H", "H"],
  "xyz": [[1.59, -1.02, -0.07], [1.22, 0.35, -0.04], [-0.15, 0.38, -0.06], [-0.86, 1.40, 0.08], [-2.62, 1.37, 0.09], [-3.71, -0.80, 0.02], [2.67, -1.06, -0.21], [1.09, -1.54, -0.90], [1.32, -1.52, 0.87], [-0.55, 2.44, 0.22]],
  "homo_ev": -8.69,
  "homo_lumo_gap_ev": 7.65,
  "smiles": "CO/N=C/SI",
  "total_charge": 0
}

Entry two
{
  "formula": "C2H4INOS",
  "method": "ωB97M-V/def2-TZVPD",
  "species": ["C", "O", "N", "C", "S", "I", "H", "H", "H", "H"],
  "xyz": [[0.24, 0.77, 0.21], [-0.04, -0.57, 0.23], [-1.43, -0.72, 0.22], [-2.01, -1.87, 0.25], [-3.68, -1.85, 0.11], [-4.00, 0.48, -0.11], [1.06, 0.97, 1.07], [-0.72, 1.28, 0.50], [0.60, 1.09, -0.76], [-1.47, -2.84, 0.20]],
  "homo_ev": -8.65,
  "homo_lumo_gap_ev": 7.98,
  "smiles": "CO/N=C/SI",
  "total_charge": 0
}

Quick one: most stable of them? entry one

Entry one
{
  "formula": "C29H39IrN3O7P3S3Si",
  "method": "ωB97M-V/def2-TZVPD",
  "species": ["Ir", "N", "C", "C", "P", "O", "O", "O", "P", "O", "O", "O", "H", "H", "H", "H", "H", "H", "H", "H", "C", "Si", "C", "C", "N", "C", "C", "C", "C", "C", "C", "O", "C", "C", "C", "C", "C", "C", "H", "H", "H", "H", "H", "H", "H", "H", "H", "H", "H", "H", "H", "H", "H", "H", "H", "H", "N", "H", "H", "H", "S", "P", "S", "C", "C", "C", "C", "C", "C", "C", "C", "C", "C", "C", "C", "H", "H", "H", "H", "H", "H", "H", "H", "H", "H", "S"],
  "xyz": [[0.61, 0.58, -0.71], [-1.62, 1.71, -3.97], [-1.83, 0.21, -3.78], [-2.69, -0.36, -4.89], [-2.68, 0.23, -2.11], [-3.90, 1.24, -2.60], [-3.29, -1.03, -1.67], [-1.73, 1.12, -1.34], [-0.09, -0.44, -3.85], [0.27, 0.33, -5.27], [0.04, -1.89, -4.04], [0.70, 0.37, -2.83], [-2.52, 2.18, -4.09], [-0.97, 1.90, -4.74], [-1.22, 2.03, -3.07], [-3.68, 0.09, -4.89], [-2.80, -1.43, -4.71], [-2.22, -0.23, -5.87], [-4.72, 0.93, -2.19], [0.89, -0.22, -5.76], [1.67, 3.41, -3.56], [1.70, 3.49, -1.68], [2.85, 4.91, -1.19], [-0.01, 3.99, -1.07], [2.12, 1.97, -0.95], [3.42, 1.53, -0.77], [4.54, 2.20, -1.30], [5.84, 1.79, -1.05], [6.10, 0.69, -0.26], [5.02, -0.03, 0.25], [3.73, 0.37, -0.01], [2.63, -0.31, 0.46], [2.77, -1.49, 1.17], [2.77, -1.44, 2.55], [2.80, -2.62, 3.28], [2.83, -3.84, 2.62], [2.84, -3.87, 1.23], [2.81, -2.70, 0.49], [1.16, 4.28, -4.00], [1.19, 2.49, -3.89], [2.69, 3.39, -3.95], [2.28, 5.84, -1.16], [3.67, 5.05, -1.89], [3.28, 4.75, -0.20], [-0.46, 4.74, -1.73], [0.06, 4.43, -0.07], [-0.69, 3.14, -1.01], [4.38, 3.05, -1.94], [6.66, 2.35, -1.48], [7.11, 0.37, -0.05], [5.18, -0.92, 0.86], [2.73, -0.47, 3.04], [2.77, -2.59, 4.36], [2.83, -4.76, 3.19], [2.85, -4.82, 0.71], [2.78, -2.70, -0.59], [0.33, 1.33, 1.20], [0.94, 2.12, 1.38], [0.46, 0.60, 1.90], [-0.64, 1.62, 1.26], [-1.11, -4.52, 3.60], [-1.55, -2.83, 2.66], [-0.72, -1.33, 0.81], [-1.71, -1.48, 3.88], [-0.57, -0.74, 4.16], [-0.57, 0.22, 5.16], [-1.73, 0.45, 5.89], [-2.88, -0.28, 5.61], [-2.87, -1.24, 4.61], [-3.27, -2.97, 2.01], [-3.84, -4.22, 1.81], [-5.10, -4.34, 1.24], [-5.80, -3.21, 0.85], [-5.23, -1.96, 1.03], [-3.98, -1.84, 1.60], [0.34, -0.94, 3.60], [0.32, 0.79, 5.38], [-1.74, 1.19, 6.68], [-3.79, -0.10, 6.18], [-3.76, -1.82, 4.41], [-3.29, -5.10, 2.12], [-5.53, -5.32, 1.09], [-6.78, -3.30, 0.40], [-5.76, -1.07, 0.70], [-3.53, -0.86, 1.70], [-0.10, -1.84, -1.00]],
  "homo_ev": [-3.76, -3.67],
  "homo_lumo_gap_ev": [5.85, 5.76],
  "s_squared": 0.7552,
  "total_charge": -1,
  "multiplicity": 2
}

Entry two
{
  "formula": "C29H39IrN3O7P3S3Si",
  "method": "ωB97M-V/def2-TZVPD",
  "species": ["Ir", "N", "C", "C", "P", "O", "O", "O", "P", "O", "O", "O", "H", "H", "H", "H", "H", "H", "H", "H", "C", "Si", "C", "C", "N", "C", "C", "C", "C", "C", "C", "O", "C", "C", "C", "C", "C", "C", "H", "H", "H", "H", "H", "H", "H", "H", "H", "H", "H", "H", "H", "H", "H", "H", "H", "H", "N", "H", "H", "H", "S", "P", "S", "C", "C", "C", "C", "C", "C", "C", "C", "C", "C", "C", "C", "H", "H", "H", "H", "H", "H", "H", "H", "H", "H", "S"],
  "xyz": [[0.06, -0.05, 0.81], [0.36, 3.02, -2.83], [0.86, 3.64, -1.53], [0.95, 5.16, -1.66], [2.51, 2.78, -1.27], [3.55, 3.87, -1.87], [2.78, 2.63, 0.17], [2.40, 1.66, -2.26], [-0.42, 3.19, -0.27], [-1.67, 3.72, -1.19], [-0.29, 3.96, 0.98], [-0.57, 1.69, -0.25], [0.65, 3.57, -3.63], [-0.65, 2.90, -2.84], [0.90, 2.11, -2.86], [1.66, 5.44, -2.44], [1.32, 5.56, -0.71], [-0.03, 5.60, -1.85], [4.09, 4.18, -1.14], [-2.49, 3.72, -0.68], [-1.75, -0.17, -3.20], [-0.95, -1.46, -2.06], [-1.58, -3.18, -2.57], [0.87, -1.50, -2.45], [-1.33, -1.04, -0.42], [-2.61, -0.97, 0.01], [-3.74, -1.46, -0.70], [-5.03, -1.31, -0.23], [-5.30, -0.67, 0.98], [-4.23, -0.18, 1.70], [-2.94, -0.35, 1.23], [-1.89, 0.20, 2.00], [-1.66, -0.40, 3.24], [-1.94, -1.74, 3.48], [-1.61, -2.28, 4.72], [-1.03, -1.50, 5.71], [-0.79, -0.15, 5.46], [-1.12, 0.40, 4.23], [-1.30, -0.18, -4.20], [-1.58, 0.82, -2.75], [-2.82, -0.30, -3.30], [-0.91, -3.59, -3.33], [-2.59, -3.19, -2.98], [-1.55, -3.85, -1.70], [0.96, -1.74, -3.51], [1.36, -2.29, -1.88], [1.40, -0.57, -2.25], [-3.59, -1.96, -1.64], [-5.85, -1.71, -0.82], [-6.32, -0.56, 1.34], [-4.37, 0.33, 2.65], [-2.36, -2.36, 2.70], [-1.80, -3.33, 4.90], [-0.77, -1.93, 6.66], [-0.34, 0.47, 6.22], [-0.96, 1.45, 4.03], [1.11, 1.26, 2.07], [1.44, 0.85, 2.94], [0.52, 2.07, 2.28], [1.92, 1.65, 1.57], [3.88, 0.61, 4.38], [4.05, -0.18, 2.57], [2.12, -0.97, 0.49], [4.94, -1.78, 2.62], [4.22, -2.92, 2.98], [4.87, -4.14, 3.08], [6.22, -4.24, 2.81], [6.94, -3.11, 2.45], [6.30, -1.88, 2.35], [5.05, 0.83, 1.44], [5.45, 2.11, 1.81], [6.11, 2.93, 0.90], [6.35, 2.48, -0.39], [5.93, 1.21, -0.77], [5.29, 0.39, 0.14], [3.16, -2.83, 3.19], [4.30, -5.02, 3.35], [6.72, -5.20, 2.88], [8.00, -3.18, 2.24], [6.86, -1.00, 2.07], [5.24, 2.46, 2.82], [6.42, 3.92, 1.20], [6.85, 3.12, -1.11], [6.10, 0.86, -1.78], [4.96, -0.59, -0.16], [0.87, -2.06, 1.67]],
  "homo_ev": [-3.66, -4.09],
  "homo_lumo_gap_ev": [5.95, 5.90],
  "s_squared": 0.7582,
  "total_charge": -1,
  "multiplicity": 2
}

Quick one: most stable of them? entry two